<1>
# C24H31N3O5

C24H31N3O5 in the gas phase (the ωB97M-V functional and the def2-TZVPD basis, the OMol25 dataset).

For the LUMO energy, the calculation gives 0.40 eV. The calculation puts the HOMO energy at -7.83 eV. As for the HOMO-LUMO gap: 8.24 eV. As for the SMILES: CCOc1ccc(NC(=O)CN2CCN(CC(=O)c3ccc(OC)c(OC)c3)CC2)cc1. Its multiplicity is 1. As for the total charge: 0.

Geometry as XYZ:
```
63
Properties=species:S:1:pos:R:3:nbo_charge:R:1
C -5.02 -5.36 -6.78 -0.62
C -4.45 -4.51 -5.65 -0.06
O -4.12 -3.25 -6.19 -0.50
C -3.60 -2.29 -5.37 0.28
C -3.31 -1.06 -5.96 -0.24
C -2.79 -0.02 -5.23 -0.22
C -2.54 -0.18 -3.87 0.12
C -2.82 -1.41 -3.28 -0.23
C -3.34 -2.45 -4.01 -0.25
H -3.55 -3.39 -3.51 0.21
H -2.62 -1.54 -2.22 0.20
N -2.01 0.84 -3.07 -0.61
C -1.61 2.08 -3.42 0.67
O -1.64 2.56 -4.53 -0.61
C -1.11 2.87 -2.21 -0.31
N -0.52 2.00 -1.21 -0.46
C -0.42 2.64 0.10 -0.24
C 0.13 1.63 1.12 -0.23
N 1.42 1.08 0.74 -0.44
C 2.53 2.00 0.92 -0.33
C 2.61 2.55 2.34 0.56
O 2.60 3.75 2.52 -0.54
C 2.74 1.58 3.44 -0.13
C 2.74 0.20 3.26 -0.20
C 2.89 -0.63 4.36 -0.31
C 3.05 -0.13 5.65 0.32
C 3.06 1.27 5.84 0.23
C 2.90 2.09 4.73 -0.20
H 2.90 3.16 4.88 0.24
O 3.19 1.94 7.01 -0.49
C 3.46 1.28 8.23 -0.24
H 2.64 0.62 8.52 0.18
H 3.56 2.08 8.96 0.19
H 4.38 0.71 8.19 0.18
O 3.20 -0.94 6.74 -0.52
C 3.23 -2.33 6.56 -0.25
H 2.28 -2.70 6.15 0.18
H 3.37 -2.75 7.56 0.20
H 4.05 -2.65 5.92 0.18
H 2.88 -1.69 4.19 0.22
H 2.60 -0.22 2.28 0.24
H 2.49 2.87 0.24 0.19
H 3.45 1.45 0.71 0.22
C 1.33 0.53 -0.60 -0.22
C 0.78 1.52 -1.63 -0.25
H 1.49 2.36 -1.76 0.17
H 0.68 1.02 -2.60 0.22
H 0.65 -0.33 -0.55 0.20
H 2.31 0.17 -0.91 0.20
H -0.57 0.80 1.20 0.20
H 0.21 2.11 2.09 0.21
H 0.22 3.53 0.07 0.18
H -1.42 2.96 0.41 0.21
H -0.43 3.66 -2.56 0.20
H -1.99 3.37 -1.77 0.22
H -1.86 0.61 -2.09 0.42
H -2.57 0.92 -5.70 0.26
H -3.52 -0.95 -7.02 0.22
H -3.55 -4.99 -5.23 0.17
H -5.19 -4.40 -4.85 0.17
H -4.28 -5.46 -7.57 0.21
H -5.90 -4.88 -7.19 0.21
H -5.28 -6.34 -6.40 0.21
```

=====

<2>
# C24H31N3O5

C24H31N3O5 in the gas phase (the ωB97M-V functional and the def2-TZVPD basis, the OMol25 dataset).

For the LUMO energy, the calculation gives 0.55 eV. The calculation puts the HOMO energy at -7.70 eV. As for the HOMO-LUMO gap: 8.25 eV. As for the SMILES: CCOc1ccc(NC(=O)[C@H]2CC[C@@H](CNc3c(N4CCOCC4)c(=O)c3=O)CC2)cc1. Its multiplicity is 1. As for the total charge: 0.

Geometry as XYZ:
```
63
Properties=species:S:1:pos:R:3:nbo_charge:R:1
C -7.10 -0.41 0.78 -0.62
C -5.62 -0.30 0.42 -0.06
O -5.27 1.07 0.48 -0.50
C -3.98 1.43 0.25 0.30
C -2.96 0.56 -0.11 -0.30
C -1.67 1.03 -0.31 -0.17
C -1.39 2.38 -0.15 0.10
C -2.41 3.25 0.21 -0.21
C -3.69 2.79 0.40 -0.24
H -4.49 3.46 0.68 0.23
H -2.20 4.31 0.34 0.21
N -0.09 2.90 -0.28 -0.60
C 1.01 2.32 -0.83 0.70
O 0.98 1.27 -1.44 -0.64
C 2.28 3.11 -0.53 -0.30
C 2.61 2.97 0.97 -0.39
C 2.87 1.50 1.29 -0.41
C 4.05 0.95 0.48 -0.23
C 3.87 1.20 -1.02 -0.41
C 3.49 2.65 -1.34 -0.39
H 4.33 3.31 -1.11 0.20
H 3.28 2.73 -2.41 0.22
H 3.06 0.58 -1.40 0.22
H 4.79 0.94 -1.55 0.20
C 4.22 -0.56 0.76 -0.21
N 3.11 -1.35 0.25 -0.58
C 2.00 -1.56 0.98 0.11
C 0.70 -1.99 0.72 0.11
N -0.09 -2.16 -0.36 -0.40
C 0.41 -2.08 -1.72 -0.25
H 1.23 -1.37 -1.78 0.22
H -0.40 -1.71 -2.35 0.22
C 0.82 -3.48 -2.18 -0.08
O -0.28 -4.37 -2.09 -0.52
C -0.78 -4.44 -0.77 -0.08
H -1.63 -5.13 -0.81 0.20
C -1.22 -3.06 -0.26 -0.26
H -1.55 -3.12 0.77 0.25
H -2.02 -2.68 -0.89 0.19
H -0.01 -4.85 -0.10 0.17
H 1.12 -3.48 -3.23 0.20
H 1.65 -3.85 -1.56 0.16
C 0.38 -2.07 2.15 0.43
O -0.59 -2.44 2.78 -0.57
C 1.77 -1.56 2.43 0.43
O 2.43 -1.25 3.40 -0.57
H 3.04 -1.40 -0.75 0.39
H 5.13 -0.92 0.29 0.20
H 4.28 -0.73 1.83 0.24
H 4.96 1.45 0.82 0.20
H 1.97 0.93 1.06 0.20
H 3.08 1.38 2.35 0.23
H 1.79 3.33 1.58 0.21
H 3.50 3.56 1.20 0.21
H 2.09 4.17 -0.76 0.22
H 0.03 3.83 0.11 0.40
H -0.89 0.35 -0.58 0.23
H -3.14 -0.50 -0.22 0.22
H -5.01 -0.88 1.12 0.18
H -5.45 -0.69 -0.60 0.17
H -7.70 0.17 0.08 0.21
H -7.41 -1.45 0.74 0.21
H -7.26 -0.03 1.78 0.22
```

=====

It is <2> that is most stable; the runner-up trails by 0.698 eV.

=====

<1>
# C2H3F2NS

C2H3F2NS in the gas phase (the ωB97M-V functional and the def2-TZVPD basis, the OMol25 dataset).

For the LUMO energy, the calculation gives 0.62 eV. The calculation puts the HOMO energy at -9.61 eV. As for the HOMO-LUMO gap: 10.24 eV. As for the SMILES: FC(F)/C=N/S. Its multiplicity is 1. As for the total charge: 0.

Geometry as XYZ:
```
9
Properties=species:S:1:pos:R:3:nbo_charge:R:1
C 0.05 0.14 -0.38 0.03
C -1.26 0.47 0.23 0.52
H 2.81 -1.39 0.81 0.12
H 0.19 0.61 -1.33 0.18
H -1.38 -0.13 1.17 0.16
N 0.85 -0.59 0.28 -0.51
F -2.22 0.14 -0.76 -0.36
F -1.40 1.79 0.37 -0.32
S 2.36 -1.05 -0.38 0.20
```

=====

<2>
# C2H3F2NS

C2H3F2NS in the gas phase (the ωB97M-V functional and the def2-TZVPD basis, the OMol25 dataset).

For the LUMO energy, the calculation gives 0.75 eV. The calculation puts the HOMO energy at -9.34 eV. As for the HOMO-LUMO gap: 10.10 eV. As for the SMILES: [H]/N=C/C(F)(F)S. Its multiplicity is 1. As for the total charge: 0.

Geometry as XYZ:
```
9
Properties=species:S:1:pos:R:3:nbo_charge:R:1
C -0.83 0.42 -0.45 0.12
C 0.85 0.43 -0.10 0.53
N -1.39 -0.51 0.15 -0.62
F 1.69 1.14 -0.94 -0.34
F 0.96 1.01 1.09 -0.33
S 1.28 -1.35 -0.01 -0.07
H -1.14 1.30 -1.00 0.17
H -2.27 -0.88 0.05 0.38
H 0.85 -1.57 1.21 0.15
```

=====

It is <1> that is most stable; the runner-up trails by 0.750 eV.

=====

<1>
# C5H14O3

4 unconnected molecules or ions with the total composition C5H14O3 (the ωB97M-V functional and the def2-TZVPD basis, the OMol25 dataset).

For the LUMO energy, the calculation gives 0.57 eV. The calculation puts the HOMO energy at -9.07 eV. As for the HOMO-LUMO gap: 9.64 eV. As for the SMILES: C=CC(=C)C.O.O.O. Its multiplicity is 1. As for the total charge: 0.

Geometry as XYZ:
```
22
Properties=species:S:1:pos:R:3:nbo_charge:R:1
C 0.37 -0.41 1.25 -0.67
C -0.41 -1.34 0.30 -0.02
C -1.27 -2.23 0.77 -0.39
C -1.06 -1.14 -2.06 -0.39
C -0.12 -1.29 -1.14 -0.21
H 0.94 -0.95 2.01 0.22
H -0.49 0.04 1.73 0.24
H 1.02 0.28 0.74 0.24
H -1.53 -2.42 1.79 0.20
H -1.85 -2.83 0.08 0.20
H -2.08 -0.98 -1.69 0.19
H -1.06 -1.04 -3.14 0.21
H 0.88 -1.41 -1.53 0.20
H -1.10 1.77 -1.72 0.47
H -0.55 2.35 -0.33 0.49
O -1.08 2.52 -1.12 -0.97
H 3.71 -0.31 -0.21 0.46
H 2.48 -0.99 -0.39 0.46
O 2.85 -0.12 -0.61 -0.92
H -0.44 4.03 1.92 0.48
H 0.87 3.32 1.66 0.47
O -0.08 3.16 1.67 -0.94
```

=====

<2>
# C5H14O3

3 unconnected molecules or ions with the total composition C5H14O3 (the ωB97M-V functional and the def2-TZVPD basis, the OMol25 dataset).

For the LUMO energy, the calculation gives 0.48 eV. The calculation puts the HOMO energy at -9.99 eV. As for the HOMO-LUMO gap: 10.47 eV. As for the SMILES: C=CCCCO.O.O. Its multiplicity is 1. As for the total charge: 0.

Geometry as XYZ:
```
22
Properties=species:S:1:pos:R:3:nbo_charge:R:1
C 1.28 1.90 -0.54 -0.06
O 1.80 2.87 -1.44 -0.71
C 1.67 0.50 -0.98 -0.43
C 1.15 -0.72 -0.23 -0.45
C -0.11 -0.47 0.54 -0.16
C -0.17 -0.58 1.86 -0.43
H 1.59 2.12 0.48 0.16
H 0.20 2.07 -0.45 0.18
H 2.41 2.44 -2.05 0.46
H 2.76 0.56 -1.04 0.20
H 1.40 0.39 -2.03 0.20
H 0.94 -1.49 -0.99 0.22
H 1.83 -1.30 0.39 0.21
H -0.99 -0.20 -0.05 0.21
H -1.04 -0.34 2.45 0.19
H 0.65 -1.00 2.44 0.19
H -2.99 0.78 -2.70 0.47
H -3.29 0.03 -1.41 0.47
O -2.64 0.59 -1.82 -0.94
H -2.44 -3.02 1.86 0.47
H -1.68 -2.22 2.88 0.47
O -2.33 -2.92 2.82 -0.93
```

=====

It is <2> that is most stable; the runner-up trails by 0.422 eV.

=====

<1>
# C3H5NOS2

A molecular structure, C3H5NOS2 (the ωB97M-V functional and the def2-TZVPD basis, the OMol25 dataset).

For the LUMO energy, the calculation gives -0.08 eV. The calculation puts the HOMO energy at -8.77 eV. As for the HOMO-LUMO gap: 8.69 eV. Its multiplicity is 1. As for the total charge: 0.

Geometry as XYZ:
```
12
Properties=species:S:1:pos:R:3:nbo_charge:R:1
C 1.83 0.44 0.05 -0.15
C 0.34 0.22 0.07 0.01
C -2.21 0.35 0.18 -0.75
H 1.24 -1.50 -0.87 0.50
H 2.24 1.30 -0.63 0.21
H 2.25 0.30 1.17 0.26
H -2.12 0.46 1.32 0.23
H -3.27 0.45 -0.25 0.28
N 0.02 -1.09 -0.05 -0.62
O 2.25 -0.90 -0.31 -0.77
S -1.73 -1.33 -0.26 0.42
S -0.84 1.30 -0.42 0.38
```

=====

<2>
# C3H5NOS2

C3H5NOS2 in the gas phase (the ωB97M-V functional and the def2-TZVPD basis, the OMol25 dataset).

For the LUMO energy, the calculation gives -0.04 eV. The calculation puts the HOMO energy at -9.00 eV. As for the HOMO-LUMO gap: 8.95 eV. As for the SMILES: O=CCSNC=S. Its multiplicity is 1. As for the total charge: 0.

Geometry as XYZ:
```
12
Properties=species:S:1:pos:R:3:nbo_charge:R:1
C -0.67 2.18 1.00 0.38
C 0.50 1.97 0.20 -0.66
C 0.57 -1.47 -0.49 -0.14
H -1.38 3.22 0.58 0.13
H 0.66 2.95 -0.17 0.26
H 1.29 1.20 0.56 0.27
H -1.44 -0.93 -0.50 0.42
H 1.51 -0.70 -0.65 0.15
N -0.39 -0.54 -0.61 -0.77
O -0.94 1.50 2.08 -0.54
S -0.17 0.99 -1.21 0.47
S 0.62 -2.86 0.18 0.03
```

=====

It is <2> that is most stable; the runner-up trails by 0.745 eV.

=====

<1>
# C3H5NOS2

C3H5NOS2 in the gas phase (the ωB97M-V functional and the def2-TZVPD basis, the OMol25 dataset).

For the LUMO energy (spin up / spin down), the calculation gives -0.75 / -0.75 eV. The calculation puts the HOMO energy (spin up / spin down) at -7.91 / -7.90 eV. As for the HOMO-LUMO gap (spin up / spin down): 7.16 / 7.15 eV. Its multiplicity is 1. As for the total charge: 0.

Geometry as XYZ:
```
12
Properties=species:S:1:pos:R:3:nbo_charge:R:1
C -0.85 -1.56 0.24 0.10
C -1.27 0.42 -1.13 -0.78
C 0.81 0.31 0.70 -0.40
N -0.03 -0.83 1.03 -0.63
O -1.23 2.08 0.80 -0.99
S -1.74 -2.87 0.10 0.12
S -0.36 1.58 -0.22 1.27
H -0.86 0.28 -2.13 0.22
H -2.31 0.78 -1.04 0.24
H 1.23 0.83 1.50 0.22
H 1.60 -0.21 0.10 0.21
H -0.06 -0.86 2.02 0.42
```

=====

<2>
# C3H5NOS2

C3H5NOS2 in the gas phase (the ωB97M-V functional and the def2-TZVPD basis, the OMol25 dataset).

For the LUMO energy, the calculation gives 0.54 eV. The calculation puts the HOMO energy at -9.37 eV. As for the HOMO-LUMO gap: 9.91 eV. As for the SMILES: O=C1[C@H](S)CN1S. Its multiplicity is 1. As for the total charge: 0.

Geometry as XYZ:
```
12
Properties=species:S:1:pos:R:3:nbo_charge:R:1
C 1.14 0.67 0.08 0.68
C -0.49 -0.65 0.05 -0.22
C 0.29 0.08 -1.03 -0.44
N 0.26 0.14 1.06 -0.60
O 2.04 1.38 0.25 -0.51
S -0.62 1.37 -2.00 -0.02
S 0.44 -0.52 2.59 0.20
H -1.63 -0.51 0.18 0.21
H -0.29 -1.73 0.24 0.20
H 0.69 -0.64 -1.76 0.25
H -1.20 0.48 -2.91 0.14
H -0.64 -0.06 3.25 0.11
```

=====

It is <2> that is most stable; the runner-up trails by 3.062 eV.

=====

<1>
# H2NO4P

H2NO4P in the gas phase (the ωB97M-V functional and the def2-TZVPD basis, the OMol25 dataset).

For the LUMO energy, the calculation gives -0.22 eV. The calculation puts the HOMO energy at -10.34 eV. As for the HOMO-LUMO gap: 10.12 eV. Its multiplicity is 1. As for the total charge: 0.

Geometry as XYZ:
```
8
Properties=species:S:1:pos:R:3:nbo_charge:R:1
N -2.03 0.00 0.02 0.30
O -2.46 -1.10 0.18 -0.39
O -2.69 1.04 0.00 -0.40
O 0.20 -1.25 0.29 -1.02
O 0.36 1.16 0.44 -1.00
P -0.20 0.07 -0.63 1.45
H -0.53 -1.68 0.86 0.54
H 0.27 2.06 0.42 0.51
```

=====

<2>
# H2NO4P

H2NO4P in the gas phase (the ωB97M-V functional and the def2-TZVPD basis, the OMol25 dataset).

For the LUMO energy (spin up / spin down), the calculation gives -0.85 / -0.85 eV. The calculation puts the HOMO energy (spin up / spin down) at -9.68 / -9.68 eV. As for the HOMO-LUMO gap (spin up / spin down): 8.83 / 8.83 eV. As for the SMILES: O=NP(=O)(O)O. Its multiplicity is 1. As for the total charge: 0.

Geometry as XYZ:
```
8
Properties=species:S:1:pos:R:3:nbo_charge:R:1
N 1.46 -0.19 0.47 -0.16
O 2.22 0.23 -0.34 -0.23
O -0.24 0.93 1.02 -0.99
O -0.33 0.28 -1.44 -0.95
O -1.05 -1.55 0.09 -1.04
P -0.14 -0.38 -0.05 2.31
H -1.17 -0.20 -1.64 0.52
H -0.75 0.87 1.89 0.53
```

=====

It is <2> that is most stable; the runner-up trails by 0.680 eV.